w:
C7H10 | the ωB97M-V functional and the def2-TZVPD basis

Charge ... 0
SMILES ... C#CC[C@@H]1C[C@@H]1C
HOMO ... -9.414 eV
Kohn-Sham gap ... 0.386 Eh

Each line ends with the natural charge from an NBO analysis.
Positions of all 17 atoms, in Å:
C  -2.1454  -1.1908  1.0910  -0.291
C  -1.1357  -1.5104  0.5065  0.038
C  0.1372  -1.6273  -0.2071  -0.498
C  0.0734  -0.2908  -0.9773  -0.207
C  0.8474  1.1178  -1.4231  -0.397
C  -0.0993  0.9673  -0.2239  -0.235
C  0.7974  1.1049  1.0310  -0.636
H  -2.9366  -1.3844  1.7758  0.240
H  0.9394  -1.7065  0.5334  0.239
H  0.1326  -2.5390  -0.8251  0.240
H  -0.6944  -0.4022  -1.7527  0.210
H  0.5742  1.2749  -2.4628  0.218
H  1.8535  1.5905  -1.2599  0.222
H  -1.3820  1.1421  0.0873  0.221
H  1.3600  2.0507  1.0496  0.212
H  0.1178  1.0838  1.8737  0.222
H  1.5607  0.3193  1.1833  0.204

x:
C7H10 | the ωB97M-V functional and the def2-TZVPD basis

Charge ... 0
SMILES ... C[C@@H]1[C@@H]2C=CC[C@H]12
HOMO ... -8.763 eV
Kohn-Sham gap ... 0.366 Eh

Each line ends with the natural charge from an NBO analysis.
Positions of all 17 atoms, in Å:
C  0.3040  -0.0006  1.8856  -0.618
C  0.9890  0.4718  0.6237  -0.205
C  0.2589  1.1407  -0.5208  -0.272
C  -1.2016  0.8545  -0.6357  -0.195
C  -1.4389  -0.4331  -0.8925  -0.191
C  -0.1579  -1.2244  -1.0529  -0.448
C  0.9333  -0.2045  -0.7247  -0.219
H  0.9168  -0.7466  2.4031  0.210
H  0.1555  0.8414  2.5737  0.211
H  -0.6778  -0.4379  1.6855  0.217
H  1.9692  0.9078  0.8192  0.213
H  0.6562  2.0653  -0.9329  0.220
H  -1.9650  1.6135  -0.4889  0.213
H  -2.4255  -0.8833  -0.9669  0.210
H  -0.1290  -2.1148  -0.4095  0.216
H  -0.0528  -1.5896  -2.0859  0.218
H  1.8656  -0.2601  -1.2802  0.220

The most stable of them is x.

w:
C7H10 | the ωB97M-V functional and the def2-TZVPD basis

Charge ... 0
SMILES ... C=C=C=C.C=CC
HOMO ... -8.895 eV
Kohn-Sham gap ... 0.330 Eh

Each line ends with the natural charge from an NBO analysis.
Positions of all 17 atoms, in Å:
C  0.9969  2.6973  0.9722  -0.416
C  1.6152  1.9691  -0.0682  -0.029
C  1.6323  1.3519  -1.2397  -0.006
C  1.5410  0.2369  -1.9450  -0.431
H  1.1795  2.5321  2.0553  0.216
H  0.2812  3.4906  0.7803  0.212
H  1.1001  -0.0755  -2.9022  0.234
H  2.1818  -0.4331  -1.4367  0.221
C  -0.4249  -1.2634  1.6253  -0.421
C  -1.4037  -0.7176  0.8735  -0.164
C  -1.4016  -0.7574  -0.5615  -0.654
H  0.5103  -1.8344  1.3087  0.199
H  -0.3979  -0.9295  2.6762  0.192
H  -2.2151  -0.1199  1.3808  0.199
H  -0.8454  -1.6699  -0.9332  0.205
H  -0.8647  0.0370  -0.9364  0.231
H  -2.3742  -0.8515  -0.9525  0.212

x:
C7H10 | the ωB97M-V functional and the def2-TZVPD basis

Charge ... 0
SMILES ... C[C@@H]1[C@@H]2C=CC[C@H]12
HOMO ... -8.179 eV
Kohn-Sham gap ... 0.341 Eh

Each line ends with the natural charge from an NBO analysis.
Positions of all 17 atoms, in Å:
C  0.9680  -0.1044  1.7078  -0.629
C  1.3540  0.1615  0.2554  -0.163
C  0.4347  0.9840  -0.6935  -0.294
C  -0.9434  1.1991  -0.2360  -0.273
C  -1.6926  0.1204  -0.5023  -0.212
C  -0.8207  -1.1080  -0.7359  -0.445
C  0.5776  -0.4930  -0.8926  -0.247
H  1.3245  -1.0972  2.0251  0.216
H  1.4054  0.6282  2.3955  0.215
H  -0.1183  -0.0957  1.8466  0.221
H  2.4359  0.1338  0.1031  0.219
H  -0.2305  1.7453  -1.4579  0.322
H  -1.1689  2.1705  0.1942  0.228
H  -2.7384  0.1511  -0.7721  0.205
H  -0.9233  -1.8454  0.0816  0.208
H  -1.0931  -1.6391  -1.6536  0.211
H  1.2289  -0.9111  -1.6655  0.219

y:
C7H10 | the ωB97M-V functional and the def2-TZVPD basis

Charge ... 0
SMILES ... C=C/C=C/C(=C)C
HOMO ... -8.226 eV
Kohn-Sham gap ... 0.322 Eh

Each line ends with the natural charge from an NBO analysis.
Positions of all 17 atoms, in Å:
C  0.6741  2.0878  2.4964  -0.368
C  0.9999  1.4928  1.3591  -0.216
C  0.3378  0.2991  0.8794  -0.204
C  0.5339  -0.1900  -0.3465  -0.198
C  -0.3553  -1.0106  -1.1831  -0.016
C  0.0864  -1.7301  -2.2168  -0.392
C  -1.8532  -0.8717  -0.8952  -0.649
H  0.8268  3.1301  2.7445  0.203
H  0.1468  1.5121  3.2485  0.185
H  1.6333  2.0197  0.6617  0.201
H  -0.4768  -0.1274  1.4610  0.195
H  1.3628  0.2948  -0.8560  0.198
H  1.1072  -2.0804  -2.2754  0.203
H  -0.6469  -2.1434  -2.9002  0.191
H  -2.0138  -0.4048  0.0685  0.219
H  -2.3182  -1.8588  -0.8105  0.217
H  -2.2848  -0.4519  -1.8039  0.231

The most stable of them is y.

w:
C7H10 | the ωB97M-V functional and the def2-TZVPD basis

Charge ... 0
SMILES ... C=C/C=C/C=C/C
HOMO ... -8.193 eV
Kohn-Sham gap ... 0.342 Eh

Each line ends with the natural charge from an NBO analysis.
Positions of all 17 atoms, in Å:
C  -1.4044  -1.1776  -2.8446  -0.375
C  -0.1710  -1.4020  -2.3884  -0.214
C  0.2819  -0.5133  -1.2806  -0.193
C  -0.1481  -0.3920  -0.0259  -0.227
C  0.5372  0.4739  0.9409  -0.222
C  0.0383  0.8912  2.1033  -0.168
C  0.7896  1.7783  3.0351  -0.648
H  -2.1092  -0.6495  -2.2030  0.188
H  -1.7876  -1.1934  -3.8640  0.204
H  0.6045  -2.0011  -2.8475  0.210
H  1.2051  0.0091  -1.5870  0.191
H  -1.0042  -1.0374  0.1775  0.205
H  1.5224  0.6409  0.5206  0.202
H  -0.8715  0.5189  2.5520  0.201
H  0.5906  1.5102  4.0783  0.213
H  1.8731  1.6851  3.0069  0.214
H  0.5660  2.8224  2.8054  0.221

x:
C7H10 | the ωB97M-V functional and the def2-TZVPD basis

Charge ... 0
HOMO (alpha / beta) ... -9.128 / -7.402 eV
Kohn-Sham gap (alpha / beta) ... 0.350 / 0.256 Eh

Each line ends with the natural charge from an NBO analysis.
Positions of all 17 atoms, in Å:
C  1.0258  -0.5862  1.1849  -0.411
C  1.3739  0.4681  0.1702  -0.287
C  1.1855  -0.9848  -0.2583  -0.214
C  -0.0365  -0.5639  -1.1382  -0.276
C  -1.5128  -0.5582  -0.5922  -0.413
C  -1.2783  0.9043  -0.1235  -0.486
C  0.1042  0.8021  -0.5324  0.142
H  1.8512  -0.8718  1.8333  0.225
H  0.0620  -0.5523  1.6870  0.212
H  2.2781  1.0615  0.2286  0.235
H  1.9278  -1.7226  -0.5546  0.219
H  0.0835  -0.8063  -2.1968  0.227
H  -1.6655  -1.2667  0.2276  0.217
H  -2.2869  -0.7102  -1.3511  0.218
H  -1.9056  1.6696  -0.5858  0.239
H  -1.1573  1.3518  0.9533  0.210
H  -0.0491  2.3655  1.0480  -0.055

y:
C7H10 | the ωB97M-V functional and the def2-TZVPD basis

Charge ... 0
HOMO (alpha / beta) ... -7.499 / -7.426 eV
Kohn-Sham gap (alpha / beta) ... 0.300 / 0.295 Eh

Each line ends with the natural charge from an NBO analysis.
Positions of all 17 atoms, in Å:
C  1.4749  0.1719  1.3839  -0.352
C  1.3333  0.6245  0.0262  -0.308
C  1.1283  -0.8234  -0.4838  -0.163
C  -0.2063  -0.4952  -1.1528  -0.262
C  -1.5298  -0.7921  -0.4207  -0.408
C  -1.3332  0.5408  0.3588  -0.405
C  -0.0917  0.9087  -0.5091  -0.184
H  2.4738  0.2666  1.8385  0.201
H  0.7014  -0.2326  2.0228  0.202
H  2.1618  1.2311  -0.3513  0.217
H  1.4715  -1.7879  -0.1200  0.208
H  -0.1953  -0.6203  -2.2510  0.217
H  -1.5307  -1.7228  0.1569  0.203
H  -2.4177  -0.7835  -1.0674  0.203
H  -2.1595  1.2400  0.2125  0.213
H  -1.1523  0.4331  1.4329  0.207
H  -0.1284  1.8411  -1.0765  0.211

The most stable of them is w.